Entry 1:
This record from the OMol25 dataset describes one molecule with the formula C5H13N. The level of theory is ωB97M-V/def2-TZVPD.

```
19
Properties=species:S:1:pos:R:3:forces:R:3:mulliken_charge:R:1
C 0.44318 0.49490 1.96718 1.744 -0.497 -0.142 -0.941
C -0.69493 -0.43025 1.27053 1.472 1.977 1.346 -0.384
C -0.06957 -1.22727 0.12165 -1.513 1.986 -1.849 -0.789
C 0.94932 -0.54985 -0.84896 -0.595 -0.892 -1.723 -0.689
N 0.65640 0.88971 -1.05317 -3.881 -3.038 0.730 -0.321
C -0.83854 0.88412 -1.48560 0.276 -0.460 -0.111 -0.750
H 0.19210 1.19908 2.82753 -0.119 -1.558 -0.706 0.355
H 0.78421 1.23203 1.18724 -0.369 -0.981 0.610 0.243
H 1.45244 -0.14578 2.21494 -2.586 1.454 -0.294 0.214
H -1.50075 0.33318 1.00026 0.959 -1.538 0.294 0.117
H -1.11997 -1.19565 1.92195 -0.088 0.421 0.398 0.402
H 0.30429 -2.15755 0.40712 0.933 -1.396 0.970 0.516
H -0.93140 -1.51779 -0.51816 0.382 0.125 0.217 0.330
H 1.99433 -0.67460 -0.60448 0.230 -0.058 0.537 0.452
H 0.79249 -1.23397 -1.83222 0.513 1.682 1.576 0.261
H 1.25492 1.33849 -1.69368 0.484 0.320 -1.154 0.246
H -1.12372 0.18670 -2.40236 0.836 0.789 2.019 0.221
H -1.59374 0.72572 -0.57378 2.013 0.449 -2.560 0.123
H -0.95106 1.84876 -1.90598 -0.691 1.215 -0.157 0.394
```
Positions in Å, forces in eV/Å.

## Properties
SMILES: CCCCNC
2S+1: 1
Frontier orbital gap in eV: 9.921
Energy relative to the best compared isomer or geometry (same formula, charge and spin) in kJ/mol: 241.5

***

Entry 2:
This record from the OMol25 dataset describes one molecule with the formula C2H5PS. The level of theory is ωB97M-V/def2-TZVPD.

```
9
Properties=species:S:1:pos:R:3:forces:R:3:mulliken_charge:R:1
P 1.33868 0.75779 0.96004 -2.691 2.116 1.116 0.002
C -0.05409 0.84076 -0.30634 -0.246 -4.291 -1.959 -0.618
C -0.80394 -0.79968 -0.66243 0.970 2.305 1.619 -0.214
S -1.08203 -1.95711 0.40006 0.114 0.209 0.017 -0.177
H 1.77210 -0.45846 0.68978 0.756 -2.323 -0.685 0.015
H 0.39608 0.27415 1.98610 0.970 0.341 -0.503 0.047
H -0.91383 1.47973 -0.01694 0.877 -0.107 -0.663 0.340
H 0.40488 0.84291 -1.35027 -0.827 1.331 1.340 0.302
H -1.05783 -0.98010 -1.70001 0.077 0.418 -0.282 0.303
```
Positions in Å, forces in eV/Å.

## Properties
SMILES: PCC=S
2S+1: 1
Frontier orbital gap in eV: 8.428
Energy relative to the best compared isomer or geometry (same formula, charge and spin) in kJ/mol: 150.0

***

Entry 3:
This record from the OMol25 dataset describes a 3-piece molecular cluster, C37H78F4N6O2PS3 overall. The level of theory is ωB97M-V/def2-TZVPD.

```
131
Properties=species:S:1:pos:R:3:forces:R:3:mulliken_charge:R:1
C -9.03478 -4.10045 -2.08757 -0.249 0.982 -0.362 -1.189
C -9.36105 -2.83380 -2.91609 0.460 -0.496 0.054 -0.387
C -8.89093 -2.97148 -4.38559 0.107 1.100 1.054 -1.058
C -7.51667 -2.30233 -4.50567 0.278 -0.949 -0.864 0.044
C -6.86783 -2.52143 -5.89597 -0.514 1.048 0.237 -0.835
C -6.12007 -1.28299 -6.41364 0.515 -0.739 0.293 -1.109
C -4.79196 -1.01116 -5.67324 -0.671 0.467 -0.219 -0.548
C -5.03146 -0.25291 -4.34366 0.118 -0.915 -0.732 -0.976
N -4.02947 0.80225 -4.11321 -0.001 -0.704 0.669 -0.009
C -4.05974 1.37135 -2.74032 -0.577 0.784 0.074 -0.254
C -5.36846 1.20355 -1.97011 0.568 0.272 0.684 -0.820
C -5.35424 2.09151 -0.70290 -0.350 -0.068 -1.204 -0.472
C -5.50057 3.57584 -1.04108 0.027 -0.163 1.201 -0.515
C -5.73764 4.42606 0.23092 0.288 0.274 -0.832 -0.872
C -5.18500 5.85361 0.02501 -0.987 -0.463 0.699 -0.824
C -6.06749 6.69902 -0.90689 0.641 0.088 -0.495 -0.557
C -5.60803 6.70579 -2.37910 -0.216 0.020 0.509 -1.050
C -2.72871 0.28829 -4.30174 0.577 -0.062 -0.340 -0.053
S -1.61743 0.96050 -5.24263 0.020 0.250 0.098 -0.145
S -2.32108 -1.25162 -3.40741 -0.273 0.134 0.280 -0.161
C -0.77832 -0.78328 -2.56591 0.291 -0.185 -0.399 -0.741
C -0.23946 -1.99775 -1.81509 -0.626 -0.108 0.134 -0.957
C -1.10170 -2.39470 -0.58543 1.995 0.466 -1.428 -0.952
N -1.42597 -1.18779 0.22774 -0.709 -2.079 0.744 0.298
C -0.95617 -1.06406 1.49643 -1.551 0.250 1.002 0.275
N 0.22993 -1.21483 1.98426 2.155 -0.784 -0.036 -0.099
S 1.58250 -1.66398 0.98871 0.340 -0.328 -1.126 0.011
N -1.97741 -0.65191 2.36466 -0.560 3.550 -0.728 0.163
P -1.49254 0.53081 3.62282 3.390 -1.299 2.485 -0.038
O -1.12098 1.95828 2.89663 -2.013 -0.611 0.195 -0.395
O -2.76859 0.71134 4.61405 -0.174 0.738 -1.951 -0.415
C -2.82036 0.11702 1.39128 -0.957 -0.731 -1.493 -2.478
C -2.90107 -0.96990 0.33362 0.301 0.964 -0.008 0.935
C -3.73122 -2.17606 0.79226 -0.619 0.010 -0.480 0.832
F -3.02457 -3.10945 1.45529 0.522 -0.002 0.289 -0.385
F -4.23212 -2.78513 -0.30478 -0.053 -0.154 -0.463 -0.273
C -4.95291 -1.82745 1.66904 0.447 -0.804 0.398 0.036
F -5.79067 -1.02278 1.01098 -0.050 0.767 -0.284 -0.196
F -5.59327 -2.98231 1.88387 -0.298 -0.480 0.152 -0.315
H -8.14468 -4.54675 -2.52731 0.004 -0.345 0.164 0.331
H -9.88175 -4.78042 -2.10399 0.169 -0.303 0.014 0.311
H -8.81068 -3.81139 -1.06260 -0.069 -0.247 0.136 0.316
H -10.41132 -2.55713 -2.85285 -0.106 -0.150 0.045 0.455
H -8.79628 -2.01455 -2.46426 -0.130 0.189 -0.086 0.167
H -8.85355 -4.01499 -4.68906 -0.163 -0.039 -0.199 0.438
H -9.57171 -2.38098 -4.99851 -0.090 -0.390 -0.400 0.393
H -7.65138 -1.23899 -4.31634 0.054 0.062 0.130 0.225
H -6.82811 -2.72600 -3.76941 -0.115 0.218 0.332 0.176
H -7.66300 -2.73098 -6.61389 0.013 -0.229 -0.024 0.431
H -6.18608 -3.37065 -5.85868 -0.044 -0.110 -0.148 0.304
H -5.92136 -1.45223 -7.47159 0.146 0.132 -0.069 0.393
H -6.72808 -0.38009 -6.33329 -0.223 -0.063 -0.113 0.411
H -4.27700 -1.95049 -5.47304 0.157 -0.025 -0.168 0.361
H -4.19505 -0.41015 -6.35723 0.276 0.084 0.184 0.414
H -6.02598 0.16936 -4.41676 0.053 0.455 0.287 0.793
H -5.04731 -1.01425 -3.55512 -0.025 0.231 0.251 0.317
H -3.25403 0.98420 -2.10117 0.055 -0.210 -0.153 -0.170
H -3.87030 2.44193 -2.82966 0.160 -0.007 -0.162 0.400
H -5.46210 0.17312 -1.62584 -0.325 -0.148 -0.321 0.218
H -6.22724 1.51555 -2.55821 -0.099 -0.282 -0.180 0.762
H -6.22624 1.79453 -0.12060 0.165 -0.070 0.399 0.577
H -4.42224 1.89775 -0.16176 -0.085 0.103 0.302 -0.322
H -4.60046 3.95934 -1.51747 -0.019 -0.097 -0.248 0.481
H -6.35460 3.69536 -1.70629 0.102 0.073 -0.253 0.298
H -6.80840 4.47250 0.43322 -0.043 0.018 0.129 0.370
H -5.27960 3.95331 1.10453 0.177 -0.026 -0.033 0.338
H -5.17603 6.33125 1.00768 0.220 0.087 -0.030 0.384
H -4.15832 5.76423 -0.33242 0.081 0.265 -0.048 0.438
H -6.03104 7.72835 -0.55311 -0.193 0.086 -0.004 0.372
H -7.11000 6.38146 -0.86447 -0.001 -0.116 0.225 0.342
H -4.77658 7.39917 -2.49086 0.061 -0.029 -0.184 0.342
H -6.43299 7.02315 -3.01216 0.081 0.131 -0.182 0.310
H -5.28864 5.72175 -2.71342 0.004 -0.047 -0.061 0.220
H -0.96251 0.07768 -1.92438 0.010 -0.029 0.142 0.308
H -0.03302 -0.48429 -3.29844 -0.113 0.053 -0.193 0.728
H -0.25881 -2.85626 -2.48961 0.107 -0.034 -0.031 0.442
H 0.80429 -1.82775 -1.56695 0.002 0.086 0.183 0.288
H -0.54409 -3.12958 -0.00967 -0.232 -0.039 0.252 0.691
H -1.98582 -2.86580 -1.00104 -0.398 0.240 0.511 0.457
H 0.42317 -1.06579 2.97173 -0.509 0.188 -0.016 0.313
H 2.67846 -1.69215 1.78787 -0.780 0.293 0.662 0.146
H -1.89495 2.55331 2.85890 0.471 0.229 -0.343 0.321
H -3.40318 1.37406 4.27942 -0.244 -0.303 0.463 0.337
H -2.30578 0.91078 0.83947 0.366 0.228 0.671 0.776
H -3.74433 0.55982 1.75603 -0.127 -0.558 0.371 0.996
H -3.23165 -0.65246 -0.65356 -0.282 0.030 0.048 -0.308
H -4.66580 -1.43730 2.64599 -0.002 0.358 -0.029 0.378
C 5.45015 -4.67062 2.29155 0.063 0.060 0.010 -1.391
C 6.12282 -3.60046 1.43914 0.098 -0.172 0.151 -0.419
N 6.40019 -2.35845 2.14865 -0.324 0.178 -0.027 0.200
C 6.81378 -1.27770 1.26538 -0.052 0.122 -0.196 -0.518
C 8.13656 -1.43041 0.50800 0.078 0.152 -0.015 -0.887
C 7.16996 -2.48670 3.37868 0.010 -0.216 0.274 -0.673
C 8.56361 -3.11970 3.29260 0.078 0.080 0.082 -0.974
H 4.51204 -4.30620 2.71657 0.044 0.032 0.057 0.277
H 5.22373 -5.54074 1.67400 0.008 0.019 -0.016 0.435
H 6.08985 -5.01229 3.10525 -0.025 0.016 0.015 0.310
H 5.44619 -3.37708 0.60811 0.137 0.175 -0.064 0.456
H 7.03310 -4.03145 0.99893 -0.042 -0.054 -0.080 0.234
H 6.84216 -0.34705 1.83997 0.028 -0.078 0.116 0.377
H 6.01815 -1.12932 0.52567 -0.036 -0.128 0.020 0.230
H 8.99377 -1.26209 1.15822 0.020 -0.094 -0.003 0.033
H 8.19189 -0.68270 -0.28623 -0.026 -0.004 0.010 0.438
H 8.24054 -2.40863 0.03840 -0.017 -0.014 0.033 0.297
H 6.57656 -3.06718 4.09004 -0.045 -0.047 -0.099 0.369
H 7.25534 -1.50037 3.84230 -0.030 0.076 -0.174 0.339
H 8.58502 -3.99647 2.64379 -0.028 0.008 -0.004 0.303
H 8.88110 -3.44209 4.28597 -0.022 0.000 -0.005 0.392
H 9.31079 -2.41116 2.93846 0.012 -0.057 -0.083 0.163
C 8.74065 1.14713 5.16010 -0.048 -0.016 -0.014 -1.067
C 9.83722 2.19226 5.01156 -0.172 -0.033 -0.094 -0.397
N 11.05501 1.67540 4.41549 0.195 -0.027 0.057 0.107
C 12.17235 2.60332 4.50005 0.152 0.115 0.166 -0.701
C 12.07095 3.92790 3.73461 0.124 0.027 -0.063 -0.957
C 10.89373 1.00287 3.13956 -0.189 -0.237 -0.118 -0.494
C 10.28180 1.79538 1.97683 0.059 -0.074 -0.149 -0.904
H 9.08406 0.29756 5.75277 0.044 -0.015 -0.058 0.325
H 7.88157 1.58827 5.66842 0.017 0.009 0.007 0.486
H 8.38978 0.77920 4.19358 0.009 -0.005 0.010 -0.057
H 10.07850 2.56300 6.01101 0.139 0.066 -0.062 0.476
H 9.42998 3.04602 4.44770 -0.050 0.040 0.056 0.230
H 13.08307 2.08488 4.18812 -0.082 -0.088 -0.069 0.354
H 12.32815 2.83568 5.55817 -0.126 -0.044 0.021 0.428
H 12.23410 3.79366 2.66609 -0.085 0.008 -0.014 0.222
H 12.84440 4.61343 4.08678 -0.010 -0.019 0.023 0.391
H 11.10939 4.42081 3.88113 -0.010 -0.023 0.003 0.276
H 10.27868 0.11212 3.30301 -0.035 0.055 0.074 0.126
H 11.86253 0.60483 2.82720 0.079 0.132 0.103 0.333
H 9.42899 2.40248 2.28508 0.014 -0.011 0.044 0.201
H 9.92872 1.10081 1.21050 -0.005 0.010 0.007 0.301
H 11.01273 2.44563 1.49939 -0.055 0.090 0.040 0.346
```
Positions in Å, forces in eV/Å.

## Properties
2S+1: 1
Frontier orbital gap in eV: 6.450
Net charge: +1

***

Entry 4:
This record from the OMol25 dataset describes C23H28ClF3FeN2P2S6 as an isolated structure. The level of theory is ωB97M-V/def2-TZVPD.

```
66
Properties=species:S:1:pos:R:3:forces:R:3:mulliken_charge:R:1
Fe 0.05795 0.07260 -0.07825 0.333 -0.850 -0.358 0.179
C -1.81730 2.60494 1.98706 0.021 0.031 -0.039 -1.630
P -1.59535 0.84018 1.49655 -0.434 0.310 0.115 2.034
C -2.85051 -0.21520 2.38401 0.077 -0.097 -0.001 -1.701
C -0.36783 0.64794 3.10731 0.066 0.024 0.048 -2.036
C 0.14995 -0.78343 3.15829 0.015 0.030 -0.043 -0.967
P 1.01616 -1.03710 1.56663 0.106 0.112 0.544 1.267
C 2.71661 -0.49617 1.98147 -0.010 -0.014 -0.027 -1.529
C 1.31644 -2.85093 1.57562 -0.062 0.052 -0.091 -1.033
H -2.27324 2.64879 2.97968 -0.005 0.011 -0.006 0.362
H -2.44613 3.15137 1.28724 0.008 0.015 0.003 0.421
H -0.82952 3.06609 2.03242 0.007 -0.018 0.007 0.359
H -2.58574 -0.37958 3.42937 -0.006 -0.033 -0.011 0.481
H -2.93566 -1.18553 1.88740 -0.019 0.016 -0.031 0.186
H -3.82500 0.26572 2.33126 0.001 0.005 0.035 0.515
H -0.88521 0.91654 4.03813 -0.043 -0.001 -0.026 0.541
H 0.46920 1.34529 2.98834 0.001 0.002 0.012 0.455
H -0.68459 -1.49519 3.18422 0.015 -0.006 0.019 0.366
H 0.81109 -1.01317 4.00445 0.017 -0.036 -0.019 0.578
H 3.10543 -1.07314 2.82524 0.009 -0.002 -0.007 0.450
H 2.71174 0.56387 2.23046 0.008 0.002 0.016 0.393
H 3.35338 -0.62874 1.10575 -0.012 0.010 -0.010 0.258
H 1.80510 -3.12772 2.51252 0.003 -0.033 0.000 0.520
H 1.97367 -3.10483 0.74007 -0.029 -0.006 -0.017 -0.046
H 0.36726 -3.37974 1.48683 0.014 -0.012 -0.045 0.279
S 1.16792 6.61388 -3.25516 0.001 0.023 -0.015 -0.399
C 0.92330 5.11844 -2.53898 -0.005 -0.042 0.031 0.124
S 1.63507 4.63395 -1.05959 0.001 -0.003 -0.019 -0.150
C 0.97465 3.02069 -0.94927 -0.031 -0.001 -0.013 -0.007
C 0.15506 2.66633 -1.96715 0.040 -0.009 0.053 -0.103
S -0.61877 1.12492 -2.11454 -0.183 0.053 -0.184 -0.550
S -0.07495 3.89049 -3.19171 0.005 0.010 -0.001 -0.162
S 1.40537 1.99593 0.38439 0.049 -0.048 -0.006 -0.620
Cl -4.75804 1.69689 0.48854 -0.012 0.009 0.025 -0.344
C -3.04706 1.09230 0.04272 0.116 -0.065 0.015 -1.059
H -2.70469 1.82594 -0.68156 -0.038 0.014 0.012 0.348
H -3.22954 0.15686 -0.48911 -0.054 0.029 -0.015 0.234
C -2.21323 -1.64699 -3.45797 -0.023 0.055 -0.014 -0.703
N -1.20401 -2.60818 -3.05125 -0.007 0.041 -0.015 0.304
C -0.37759 -3.32966 -3.89288 0.018 0.023 -0.009 -0.249
C 0.45010 -4.05872 -3.11996 0.014 -0.001 0.014 -0.769
N 0.10226 -3.78355 -1.81393 -0.005 -0.021 -0.004 0.190
C -0.88920 -2.86099 -1.76151 0.045 -0.040 -0.047 -0.506
S -1.58428 -2.18125 -0.38881 0.038 0.245 0.047 -0.225
H -2.43710 -1.81143 -4.51069 -0.008 -0.016 -0.001 0.289
H -1.85009 -0.62889 -3.30891 -0.013 -0.047 -0.023 0.155
H -3.10708 -1.79131 -2.85376 0.002 -0.011 0.003 0.331
H -0.43851 -3.24083 -4.96231 -0.005 0.005 0.005 0.425
H 1.26210 -4.71213 -3.38197 0.005 0.008 0.006 0.451
H 0.62143 -4.02844 -0.98897 0.025 0.042 0.010 0.380
F 5.88154 -5.64345 -4.94221 0.002 -0.004 0.000 -0.280
C 5.90435 -4.30961 -5.19365 -0.011 0.003 0.003 0.879
F 7.19884 -3.93988 -5.02063 0.010 0.002 0.001 -0.268
F 5.64916 -4.16800 -6.51040 0.001 -0.001 -0.005 -0.295
C 4.96050 -3.54991 -4.32992 -0.004 0.015 -0.001 0.462
C 4.97760 -3.76619 -2.95455 0.009 -0.002 -0.005 -0.941
C 4.12041 -3.06568 -2.12936 -0.001 -0.037 -0.004 -0.446
C 3.20781 -2.12730 -2.64808 -0.072 0.009 -0.018 0.104
C 3.22652 -1.90961 -4.03811 0.013 0.014 -0.009 -0.409
C 4.08593 -2.60758 -4.86389 0.015 -0.020 -0.004 -0.679
C 2.27797 -1.45580 -1.81885 0.057 -0.067 0.067 0.363
C 1.42358 -0.86712 -1.16210 -0.051 0.328 0.044 -0.291
H 5.66785 -4.48831 -2.53402 -0.010 -0.003 0.009 0.345
H 4.13479 -3.23387 -1.05976 0.002 0.003 -0.001 0.389
H 2.54200 -1.17747 -4.44608 -0.007 -0.011 -0.001 0.578
H 4.07810 -2.42632 -5.93081 -0.007 0.007 0.002 0.400
```
Positions in Å, forces in eV/Å.

## Properties
2S+1: 1
Frontier orbital gap (spin up / spin down) in eV: 4.474 / 4.416
Net charge: -2

***

Number 1: calculated total energy -6883.694 eV, largest force on an atom 4.98 eV Å⁻¹. Number 2: calculated total energy -22276.349 eV, largest force on an atom 4.72 eV Å⁻¹. Number 3: calculated total energy -105326.547 eV, largest force on an atom 4.40 eV Å⁻¹. Number 4: calculated total energy -165938.018 eV, largest force on an atom 0.98 eV Å⁻¹.